{
  "formula": "C25H35FeN6P2",
  "method": "ωB97M-V/def2-TZVPD",
  "homo_energy_ha": [-0.4972, -0.4971],
  "fmax_ev_per_a": 0.4,
  "homo_lumo_gap_ev": [8.7, 8.1],
  "relative_energy_kcal_mol": 0.0,
  "spin_multiplicity": 2,
  "total_charge": 2,
  "species": ["Fe", "C", "C", "C", "C", "N", "C", "C", "C", "C", "C", "C", "C", "H", "H", "H", "H", "H", "H", "H", "H", "C", "N", "C", "C", "N", "N", "C", "N", "N", "H", "H", "H", "H", "H", "H", "H", "H", "H", "H", "H", "C", "P", "C", "C", "C", "C", "C", "C", "C", "P", "C", "C", "H", "H", "H", "H", "H", "H", "H", "H", "H", "H", "H", "H", "H", "H", "H", "H"],
  "xyz": [[0.024760, 0.174619, 0.153067], [0.337147, 4.072017, 1.915680], [-0.614547, 4.014403, 2.929791], [-1.294769, 2.835517, 3.150646], [-1.024201, 1.724246, 2.353671], [-0.132486, 1.804515, 1.346827], [0.537713, 2.949873, 1.145599], [-1.579079, 0.381696, 2.525509], [-2.385133, 0.030354, 3.606129], [-2.711583, -1.296622, 3.822802], [-2.181839, -2.265555, 2.984239], [-1.391939, -1.903125, 1.896880], [-1.113243, -0.571916, 1.601318], [0.907690, 4.969379, 1.725407], [-0.812762, 4.881796, 3.545097], [-2.025904, 2.763593, 3.942174], [1.255380, 2.944063, 0.337627], [-2.740902, 0.784060, 4.296895], [-3.340341, -1.575969, 4.656673], [-2.382010, -3.312142, 3.176399], [-0.981770, -2.696659, 1.290697], [5.132357, -1.212451, 1.440142], [3.690427, -1.386461, 1.618423], [3.220782, -2.050552, 2.832170], [2.794233, -0.714898, 0.869009], [1.533293, -0.617467, 1.142689], [3.313334, -0.123967, -0.278977], [2.674147, 0.701601, -1.171350], [3.479409, 1.189932, -2.138801], [1.405003, 0.960810, -1.100372], [5.642801, -1.806086, 2.190780], [5.437892, -0.171946, 1.567157], [5.471409, -1.589187, 0.471908], [4.004097, -2.709682, 3.192019], [2.348036, -2.666944, 2.615918], [2.975025, -1.333822, 3.619892], [1.282418, -1.024053, 2.033161], [4.277471, -0.327762, -0.480121], [4.481710, 1.137787, -2.074142], [3.109430, 1.822151, -2.827543], [1.128285, 1.611588, -1.825602], [-3.314700, 1.233651, -0.243552], [-1.686613, 1.149205, -1.037963], [-1.411589, 2.872004, -1.568635], [-1.936388, 0.272634, -2.604460], [-2.743941, 0.769193, -3.626900], [-2.850213, 0.078028, -4.821001], [-2.150838, -1.111052, -5.004670], [-1.363461, -1.619606, -3.986575], [-1.252639, -0.930394, -2.779508], [-0.350114, -1.604752, -1.351900], [-1.267732, -3.145103, -1.039966], [1.213660, -2.244171, -2.036559], [-4.054688, 1.581350, -0.965134], [-3.282717, 1.935865, 0.590207], [-3.604474, 0.254608, 0.134623], [-2.310060, 3.250802, -2.056671], [-0.597096, 2.936932, -2.290729], [-1.194371, 3.509771, -0.712767], [-3.292666, 1.694351, -3.498573], [-3.477480, 0.463506, -5.613291], [-2.230470, -1.644773, -5.942035], [-0.840577, -2.555914, -4.140316], [-1.417667, -3.638202, -2.000767], [-2.236392, -2.939435, -0.589504], [-0.702230, -3.815791, -0.394156], [1.017249, -3.039817, -2.755345], [1.817826, -2.658041, -1.227918], [1.768633, -1.451601, -2.535438]],
  "forces_ev_per_a": [[-0.25, -0.06, 0.28], [0.01, 0.00, 0.00], [0.00, 0.01, 0.00], [0.00, -0.02, -0.01], [-0.02, -0.02, -0.02], [0.11, 0.06, -0.13], [-0.02, -0.03, 0.05], [0.04, -0.01, -0.02], [-0.01, 0.02, 0.00], [0.00, 0.01, -0.01], [-0.01, 0.00, 0.00], [0.00, -0.01, -0.03], [0.05, 0.10, -0.10], [0.00, 0.00, 0.00], [0.00, 0.00, 0.00], [0.00, 0.00, 0.00], [0.00, 0.02, 0.00], [0.00, -0.01, 0.01], [0.01, 0.00, 0.01], [0.00, 0.00, 0.00], [-0.02, 0.02, 0.03], [0.01, -0.03, -0.03], [0.01, 0.05, 0.03], [-0.01, -0.02, -0.02], [0.03, 0.02, 0.00], [-0.03, -0.08, -0.04], [-0.02, 0.00, 0.03], [-0.03, 0.02, 0.02], [0.03, 0.00, 0.00], [-0.01, -0.08, -0.11], [0.00, 0.02, 0.01], [0.00, 0.00, 0.00], [0.00, -0.01, 0.00], [0.00, 0.01, 0.01], [0.00, -0.01, 0.00], [-0.01, 0.00, 0.00], [0.00, 0.00, 0.00], [0.00, -0.01, -0.01], [0.00, 0.01, 0.00], [-0.01, -0.01, -0.01], [0.00, 0.01, 0.00], [0.01, 0.00, -0.02], [-0.03, 0.09, 0.08], [-0.06, -0.02, -0.02], [0.06, -0.03, 0.02], [0.01, 0.00, 0.00], [0.01, -0.03, -0.01], [-0.03, 0.03, 0.00], [0.02, 0.00, 0.01], [-0.01, 0.02, 0.04], [0.20, 0.05, -0.06], [0.03, -0.01, -0.03], [-0.02, -0.03, 0.00], [-0.01, -0.01, 0.00], [0.02, -0.02, 0.02], [0.01, -0.01, 0.00], [0.00, 0.00, 0.00], [0.03, 0.01, 0.03], [-0.01, -0.02, 0.00], [0.01, 0.00, 0.00], [0.00, 0.00, 0.00], [0.00, 0.00, 0.00], [0.00, 0.00, 0.01], [-0.01, -0.01, 0.00], [-0.01, 0.01, 0.00], [0.00, 0.01, -0.01], [0.01, 0.00, 0.00], [-0.01, 0.00, 0.01], [-0.02, 0.00, 0.00]],
  "nbo_charge": [0.596, -0.244, -0.116, -0.228, 0.213, -0.469, 0.041, -0.104, -0.179, -0.212, -0.165, -0.291, -0.155, 0.246, 0.246, 0.242, 0.209, 0.220, 0.237, 0.228, 0.200, -0.429, -0.394, -0.421, 0.657, -0.776, -0.612, 0.663, -0.785, -0.808, 0.251, 0.215, 0.204, 0.239, 0.217, 0.215, 0.406, 0.425, 0.417, 0.421, 0.382, -0.951, 1.129, -0.954, -0.384, -0.124, -0.186, -0.166, -0.184, -0.360, 1.105, -0.945, -0.948, 0.253, 0.256, 0.265, 0.258, 0.235, 0.257, 0.215, 0.242, 0.242, 0.223, 0.254, 0.266, 0.251, 0.254, 0.247, 0.243]
}



{
  "formula": "C6H10NS",
  "method": "ωB97M-V/def2-TZVPD",
  "homo_energy_ha": -0.4537,
  "fmax_ev_per_a": 5.4,
  "smiles": "CS[C@]12[C@@H]3[C@H]1[NH2+]C[C@@H]32",
  "homo_lumo_gap_ev": 9.2,
  "relative_energy_kcal_mol": 58.7,
  "spin_multiplicity": 1,
  "total_charge": 1,
  "species": ["C", "S", "C", "C", "C", "N", "C", "C", "H", "H", "H", "H", "H", "H", "H", "H", "H", "H"],
  "xyz": [[-3.144354, 0.476326, -0.112852], [-2.098586, -1.050935, -0.042035], [-0.525378, -0.277790, 0.017808], [0.377557, 0.928605, 0.189120], [0.580892, 0.074182, -1.046734], [1.826253, -0.769524, -0.812943], [1.845881, -0.950801, 0.679679], [0.589027, -0.200641, 1.135639], [-4.046299, 0.022340, -0.211009], [-2.592126, 1.079659, -0.954548], [-2.952200, 0.840370, 0.915249], [0.281842, 2.033023, 0.220097], [0.495040, 0.202300, -2.124609], [2.607812, -0.274266, -1.080951], [1.713457, -1.548649, -1.448264], [2.592173, -0.447040, 1.276652], [1.885183, -2.090607, 0.747616], [0.420624, -0.140127, 2.235035]],
  "forces_ev_per_a": [[5.37, 0.84, 0.18], [0.48, 0.42, -0.13], [2.68, -0.08, 0.08], [-0.96, 1.04, -1.37], [-0.64, -0.50, 1.99], [-2.01, 0.49, 0.91], [-1.00, -2.56, 0.48], [-0.67, -0.82, -1.19], [-3.10, -0.29, -0.83], [-2.13, -0.78, 1.63], [-0.67, 0.58, -0.90], [-0.04, -1.04, 0.31], [-0.73, 0.73, 0.47], [2.30, 1.46, -1.04], [0.37, -0.94, 0.60], [1.27, -0.23, -0.90], [-0.22, 1.64, 0.91], [-0.29, 0.04, -1.20]],
  "nbo_charge": [-0.674, 0.298, -0.212, -0.227, -0.101, -0.498, -0.245, -0.217, 0.231, 0.234, 0.229, 0.281, 0.263, 0.425, 0.440, 0.250, 0.240, 0.283]
}



{
  "formula": "C2H7FIN2",
  "method": "ωB97M-V/def2-TZVPD",
  "homo_energy_ha": [-0.3881, -0.5110],
  "fmax_ev_per_a": 6.1,
  "homo_lumo_gap_ev": [7.3, 6.9],
  "relative_energy_kcal_mol": 0.0,
  "spin_multiplicity": 3,
  "total_charge": 1,
  "species": ["C", "C", "N", "N", "F", "I", "H", "H", "H", "H", "H", "H", "H"],
  "xyz": [[0.832106, -0.371863, -0.598783], [0.014817, 0.903007, -0.549920], [-1.241694, 0.600129, 0.569197], [0.599487, -1.090145, 0.714752], [0.695146, 1.900833, -0.144134], [-3.068118, 0.092477, -0.223260], [1.871006, -0.107482, -0.899821], [0.432094, -0.929417, -1.463774], [-0.493137, 1.085436, -1.429883], [-1.213921, 1.482697, 1.105237], [0.576947, -2.054122, 0.566960], [-0.334413, -0.610528, 0.948274], [1.329686, -0.901020, 1.405160]],
  "forces_ev_per_a": [[0.06, 0.19, -1.10], [-3.01, -3.49, 2.60], [5.51, 2.51, -0.81], [1.60, 1.72, -1.09], [1.80, 2.96, 1.21], [-3.59, -1.01, -1.36], [-0.48, -0.46, 0.90], [0.09, -0.40, 0.81], [-0.84, 0.57, -2.02], [-0.29, -0.52, 0.25], [-0.32, -2.09, -0.13], [-0.33, -0.16, 0.78], [-0.21, 0.18, -0.04]],
  "nbo_charge": [-0.314, 0.365, -1.001, -0.703, -0.295, 0.520, 0.268, 0.249, 0.173, 0.402, 0.431, 0.462, 0.441]
}



{
  "formula": "C12H11N2O",
  "method": "ωB97M-V/def2-TZVPD",
  "homo_energy_ha": -0.4520,
  "fmax_ev_per_a": 5.0,
  "homo_lumo_gap_ev": 7.5,
  "relative_energy_kcal_mol": 58.3,
  "spin_multiplicity": 1,
  "total_charge": 1,
  "species": ["C", "C", "C", "C", "C", "C", "C", "C", "C", "C", "C", "C", "N", "N", "O", "H", "H", "H", "H", "H", "H", "H", "H", "H", "H", "H"],
  "xyz": [[3.808755, -0.879887, -0.155922], [0.454618, 2.467947, 0.564140], [3.434608, 0.459161, -0.333082], [1.639573, 2.174739, -0.066536], [2.790340, -1.873734, 0.091511], [-0.538572, 1.463639, 0.738310], [2.090860, 0.815139, -0.124668], [1.085951, -0.156688, 0.021849], [1.431474, -1.558706, 0.031608], [-0.832649, -2.179383, -0.058121], [-1.211655, -0.769073, 0.088343], [-3.059231, 0.051164, -0.843519], [-0.244321, 0.292396, 0.231262], [-1.418613, -1.658433, 1.155868], [0.534643, -2.534074, -0.031720], [4.885419, -1.228914, -0.064398], [0.036167, 3.448800, 0.730710], [4.126411, 1.233882, -0.650758], [2.282560, 2.944059, -0.422999], [2.942411, -2.979757, 0.327239], [-1.567157, 1.731937, 1.021286], [-1.346539, -2.739866, -0.686540], [-3.430484, -0.411589, 0.057175], [-3.418418, -0.513405, -1.691328], [-2.859212, 1.140019, -0.942436], [-2.313643, -1.978181, 1.575165]],
  "forces_ev_per_a": [[-0.18, -0.61, 0.89], [-1.17, -0.16, -0.35], [0.39, -1.22, -0.15], [-0.31, -0.67, 1.04], [-0.32, -0.52, 0.01], [0.97, 1.14, -1.19], [-0.59, 0.44, -0.47], [-0.29, -0.24, 0.19], [0.97, 2.08, -0.30], [2.62, 3.26, 2.81], [-3.60, 1.40, -1.69], [3.15, -1.29, 1.84], [0.74, -2.53, 0.79], [0.14, -0.49, 0.54], [-1.07, -0.97, 0.35], [-1.51, 0.72, -0.51], [0.69, 0.37, 0.04], [0.11, -0.19, 0.41], [0.45, 0.57, -0.01], [0.41, 1.73, -0.58], [0.59, -0.54, -0.09], [-2.17, -2.75, -2.68], [-0.89, 0.96, 0.22], [0.54, 0.13, -0.43], [-0.43, -1.07, 0.19], [0.78, 0.43, -0.85]],
  "nbo_charge": [-0.154, -0.266, -0.197, -0.041, -0.225, 0.157, -0.066, 0.105, 0.315, 0.216, 0.251, -0.499, -0.299, -0.627, -0.440, 0.258, 0.253, 0.241, 0.244, 0.262, 0.251, 0.202, 0.202, 0.223, 0.216, 0.418]
}



{
  "formula": "C6H9NO",
  "method": "ωB97M-V/def2-TZVPD",
  "homo_energy_ha": -0.3140,
  "fmax_ev_per_a": 8.1,
  "homo_lumo_gap_ev": 9.4,
  "relative_energy_kcal_mol": 144.6,
  "spin_multiplicity": 1,
  "species": ["N", "C", "C", "C", "C", "C", "C", "O", "H", "H", "H", "H", "H", "H", "H", "H", "H"],
  "xyz": [[-0.679074, 0.593808, 0.404981], [1.219536, 1.079703, -0.910648], [-0.157639, -0.274818, -0.403273], [-1.913955, -0.478300, 1.152350], [2.119830, 1.621222, -0.090198], [-0.294181, -1.281021, -1.233451], [-1.681615, -1.546248, 1.892372], [1.261317, 1.223630, -2.257402], [2.011065, 1.779884, -2.528217], [-0.095243, 0.927401, 1.164003], [-2.846804, 0.072475, 1.160692], [2.907929, 2.279389, -0.451629], [2.031574, 1.529193, 0.981969], [-1.063594, -2.024982, -1.114055], [0.397628, -1.385067, -2.054805], [-2.483373, -2.046469, 2.427194], [-0.733401, -2.069802, 1.860116]],
  "forces_ev_per_a": [[-6.02, -3.03, 4.47], [-0.34, -2.84, -0.32], [5.87, 3.71, -4.23], [1.27, 3.15, 0.50], [-0.61, 0.10, 0.21], [-0.21, -0.46, 0.26], [0.37, -0.18, -0.90], [-0.17, -0.11, -0.13], [-0.18, -0.11, 0.23], [0.09, -0.14, -0.08], [0.01, -0.18, -0.25], [-0.17, 0.02, -0.05], [0.12, -0.23, 0.07], [-0.21, -0.08, 0.06], [0.08, 0.03, 0.08], [-0.06, 0.14, -0.15], [0.17, 0.20, 0.24]],
  "nbo_charge": [-0.599, 0.326, 0.288, -0.050, -0.625, -0.565, -0.431, -0.702, 0.471, 0.395, 0.199, 0.198, 0.199, 0.220, 0.242, 0.220, 0.214]
}



{
  "formula": "H12LiO6",
  "method": "ωB97M-V/def2-TZVPD",
  "homo_energy_ha": -0.5666,
  "fmax_ev_per_a": 4.0,
  "homo_lumo_gap_ev": 12.2,
  "relative_energy_kcal_mol": 10.6,
  "spin_multiplicity": 1,
  "total_charge": 1,
  "species": ["Li", "O", "H", "H", "O", "H", "H", "O", "H", "H", "O", "H", "H", "O", "H", "H", "O", "H", "H"],
  "xyz": [[-1.244000, 0.518000, 5.046000], [-2.371000, -1.422000, 5.452000], [-3.321000, -1.418000, 5.263000], [-2.289000, -2.343000, 5.658000], [-0.159000, 2.617000, 4.628000], [0.772000, 2.677000, 4.799000], [-0.674000, 3.137000, 5.252000], [-1.429000, 0.243000, 2.972000], [-1.136000, 0.547000, 2.174000], [-1.363000, -0.709000, 2.978000], [-0.730000, 0.658000, 6.998000], [-0.150000, -0.044000, 7.241000], [-1.238000, 0.839000, 7.752000], [0.551000, -0.709000, 4.939000], [1.204000, -0.047000, 5.140000], [0.808000, -0.850000, 4.011000], [-3.012000, 1.540000, 5.235000], [-3.221000, 2.463000, 5.394000], [-3.472000, 1.354000, 4.454000]],
  "forces_ev_per_a": [[0.09, 0.10, 0.10], [-0.87, 0.48, -0.52], [0.05, 0.59, -0.01], [0.83, -0.93, 0.35], [-1.08, -0.81, -0.60], [0.50, 0.52, 0.48], [0.60, 0.16, 0.14], [-1.31, -1.01, 3.66], [1.21, 1.32, -3.32], [-0.13, -0.49, -0.28], [0.61, 0.45, -1.84], [0.66, -0.91, 0.32], [-1.23, 0.44, 1.62], [0.03, -0.02, -0.97], [0.56, 0.58, 0.76], [-0.40, -0.45, 0.24], [1.03, 0.40, 1.63], [0.02, 0.17, 0.26], [-1.13, -0.59, -2.03]],
  "nbo_charge": [0.870, -0.956, 0.484, 0.491, -0.959, 0.487, 0.489, -0.957, 0.492, 0.488, -0.960, 0.491, 0.493, -0.944, 0.479, 0.486, -0.955, 0.493, 0.488]
}